Entry 1:
Molecular formula: C39H97N11O15
Method: DFT, ωB97M-V/def2-TZVPD

Summary:
LUMO energy (eV): 0.3
Net charge: 0
Molecular weight (g mol⁻¹): 960.3
SMILES: CC1(C)CCCC(C)(C)N1O.CC1(C)CCCC(C)(C)N1O.CC1(C)CCCC(C)(C)N1O.NC(N)=O.NC(N)=O.NC(N)=O.NC(N)=O.OCCO.OCCO.OCCO.OCCO
Energy above the lowest of the compared OMol25 structures with the same formula, charge and spin (kcal/mol): 167.6

Each line ends with the Löwdin charge.
Cartesian coordinates (Å):
C  9.548  7.340  -22.942  -0.023
H  16.929  15.347  -20.906  0.111
H  14.178  10.612  -15.585  0.071
H  13.459  2.885  -22.829  0.086
H  17.501  13.431  -23.121  0.105
C  16.149  11.488  -12.916  -0.046
H  16.548  6.585  -13.701  0.072
H  17.383  19.103  -15.200  0.118
C  24.188  22.842  -18.271  -0.160
C  16.751  13.960  -22.533  -0.180
H  9.489  15.189  -18.004  0.108
N  24.480  8.043  -19.170  0.149
N  9.193  14.668  -28.632  0.151
C  21.547  21.972  -19.820  -0.045
H  9.173  8.316  -23.250  0.081
H  19.863  23.942  -19.179  0.084
O  21.456  6.457  -28.163  -0.064
H  14.451  5.260  -23.782  0.107
H  15.803  12.494  -12.679  0.081
H  12.577  3.797  -21.598  0.084
C  17.280  8.560  -14.196  -0.502
H  14.638  8.001  -13.606  0.103
H  17.574  8.954  -16.291  0.112
C  22.052  24.267  -17.445  -0.460
H  19.167  14.009  -21.731  0.069
H  14.034  12.109  -14.613  0.082
C  20.025  7.279  -26.541  -0.200
H  15.736  10.933  -12.074  0.078
H  18.681  11.092  -16.200  0.101
O  22.980  12.607  -24.534  0.039
H  11.749  2.715  -22.568  0.076
H  11.966  7.727  -22.372  0.113
H  13.808  5.724  -22.253  0.111
H  17.226  11.466  -12.748  0.055
H  16.363  13.257  -21.796  0.111
H  18.270  9.627  -12.536  0.073
C  23.751  12.811  -25.454  -0.768
H  10.711  14.023  -19.819  0.109
H  24.193  7.075  -19.159  0.118
H  21.685  22.268  -16.874  0.061
H  12.906  21.428  -26.406  0.119
C  12.550  3.452  -22.632  -0.047
H  9.853  7.393  -21.897  0.082
H  23.241  10.534  -20.340  0.124
H  14.118  7.736  -23.804  0.105
C  9.793  13.548  -28.514  -0.788
H  18.016  6.546  -14.554  0.084
H  19.220  6.769  -27.070  0.116
H  20.824  23.900  -21.381  0.075
H  16.430  7.043  -15.442  0.086
H  9.858  5.922  -25.492  0.081
H  11.638  3.460  -25.176  0.084
O  20.381  24.743  -19.078  -0.002
C  13.552  5.654  -23.310  -0.108
H  22.278  24.854  -21.547  0.089
H  9.446  4.435  -23.737  0.087
H  18.595  11.402  -14.540  0.101
C  9.252  15.452  -19.034  -0.212
O  10.078  15.404  -21.280  -0.075
H  15.489  14.180  -24.031  0.068
C  12.577  20.460  -26.783  -0.277
H  22.139  8.070  -27.234  0.120
C  18.096  10.826  -15.320  -0.172
H  20.748  8.338  -28.235  0.103
C  10.531  6.753  -25.281  -0.039
H  20.637  7.158  -24.627  0.076
H  16.943  17.568  -16.034  0.129
H  20.180  23.146  -16.923  0.076
O  18.733  14.549  -21.067  -0.075
H  10.839  15.457  -21.862  0.084
H  22.067  21.282  -20.485  0.084
C  17.565  15.068  -21.746  -0.233
H  19.002  8.161  -12.992  0.083
H  19.110  8.893  -15.412  0.112
C  11.950  7.621  -23.457  -0.153
H  22.047  25.510  -15.726  0.079
N  11.080  5.370  -23.276  -0.109
H  8.615  6.779  -22.995  0.069
H  12.407  20.733  -28.664  0.080
C  21.183  7.635  -27.524  -0.274
H  15.758  20.499  -14.592  0.108
H  12.302  4.896  -25.829  0.062
H  25.494  12.523  -26.495  0.109
H  22.679  14.146  -26.500  0.117
C  16.660  11.324  -15.394  -0.154
O  14.615  19.508  -25.786  -0.069
H  24.280  13.921  -27.089  0.105
O  11.805  20.541  -27.942  -0.054
H  11.893  8.616  -23.897  0.122
H  17.712  8.075  -12.044  0.087
H  22.176  23.219  -22.134  0.088
H  20.489  21.881  -20.066  0.081
H  8.348  14.875  -19.231  0.110
H  25.270  22.837  -18.141  0.100
N  23.898  10.041  -19.752  0.162
H  10.011  7.636  -25.654  0.083
H  8.170  16.949  -19.734  0.076
N  23.546  13.631  -26.458  0.137
H  9.572  15.275  -27.920  0.126
H  23.828  23.487  -16.322  0.108
C  15.776  10.777  -14.236  -0.435
O  20.420  6.550  -25.337  -0.069
H  8.835  13.182  -30.107  0.099
C  21.910  23.860  -21.294  -0.050
C  23.779  23.113  -19.755  -0.115
N  24.941  12.297  -25.680  0.144
O  15.137  8.675  -13.140  -0.032
C  22.247  23.343  -19.904  -0.499
O  10.580  13.326  -27.605  0.023
O  14.607  17.885  -15.772  0.081
H  14.348  20.091  -27.817  0.116
C  18.080  9.247  -15.371  -0.097
H  24.101  24.906  -17.346  0.105
H  17.697  15.963  -22.355  0.111
C  14.268  11.045  -14.589  -0.034
H  25.207  11.570  -25.032  0.117
C  13.284  7.048  -23.943  -0.181
H  24.022  22.195  -20.290  0.106
H  11.297  15.716  -19.715  0.116
H  25.396  8.288  -19.518  0.114
N  9.621  12.792  -29.607  0.154
H  12.002  19.947  -26.013  0.119
C  12.460  4.162  -25.039  -0.040
C  21.229  23.229  -16.637  -0.039
H  22.356  6.371  -28.487  0.090
O  9.964  4.589  -22.943  -0.017
H  19.503  8.209  -26.317  0.102
H  14.183  19.931  -14.861  0.118
H  11.422  6.716  -25.908  0.061
H  21.268  23.477  -15.577  0.079
O  8.955  16.865  -19.188  -0.076
C  23.577  8.787  -19.725  -0.801
C  12.360  4.627  -23.594  -0.465
C  10.452  15.072  -19.959  -0.240
H  23.942  21.813  -18.009  0.100
H  21.566  21.549  -18.815  0.064
N  16.722  18.409  -15.520  0.176
H  10.005  11.858  -29.641  0.116
H  22.400  26.463  -17.226  0.086
C  10.739  6.717  -23.767  -0.488
H  14.214  18.827  -25.240  0.082
C  17.051  7.054  -14.547  -0.031
C  15.470  18.585  -15.396  -0.883
H  16.663  12.407  -15.271  0.119
H  24.424  10.422  -18.978  0.119
C  21.848  25.630  -16.791  -0.061
H  16.176  11.052  -16.332  0.112
H  13.552  10.506  -13.969  0.072
N  15.174  19.774  -14.982  0.152
H  8.836  15.078  -29.483  0.119
O  22.559  8.329  -20.262  0.014
H  20.811  25.954  -16.701  0.079
H  13.285  7.041  -25.033  0.093
H  13.402  3.625  -25.154  0.086
C  23.618  23.930  -17.296  -0.102
H  13.555  18.565  -27.235  0.120
C  13.840  19.589  -26.993  -0.236
O  15.731  14.750  -23.297  -0.087
C  18.024  8.639  -12.924  -0.067
H  24.330  23.890  -20.284  0.115
N  15.916  9.219  -14.137  -0.114
N  21.676  24.281  -18.911  -0.125

***

Entry 2:
Molecular formula: C43H30IrN2P
Method: DFT, ωB97M-V/def2-TZVPD

Summary:
LUMO energy (eV): -0.6
Net charge: 0
Molecular weight (g mol⁻¹): 797.9
Energy above the lowest of the compared OMol25 structures with the same formula, charge and spin (kcal/mol): 17.7

Each line ends with the Löwdin charge.
Cartesian coordinates (Å):
C  -2.769  -1.183  -4.315  -0.068
C  -0.582  3.787  4.323  -0.100
H  -1.888  1.945  1.795  0.091
H  -0.492  -3.972  -2.865  0.119
C  3.871  -0.372  -1.527  -0.074
C  0.430  2.913  4.708  -0.084
C  -0.828  -1.417  -0.479  -0.246
C  -1.041  3.716  -0.385  -0.104
H  -0.732  4.719  4.852  0.097
H  -3.135  6.360  -0.619  0.106
N  -4.611  -7.739  -3.621  0.147
C  1.480  2.422  -4.658  -0.067
H  1.078  3.166  5.538  0.102
C  -0.264  -2.355  4.974  -0.087
H  -3.605  0.291  -0.852  0.117
C  2.710  0.994  -3.127  -0.165
H  -1.670  -5.908  -3.862  0.118
C  1.179  -3.214  3.272  -0.086
C  -1.402  3.439  3.262  -0.095
C  -1.215  2.238  2.592  -0.069
C  -2.920  3.193  -1.799  -0.074
C  -3.280  -3.963  -0.941  -0.030
C  0.232  -1.001  3.037  -0.309
C  1.551  0.228  -1.067  -0.273
C  -4.265  -0.966  -2.449  -0.077
C  -0.193  1.367  2.960  -0.330
C  2.717  -0.411  -0.704  -0.095
C  1.558  0.917  -2.317  -0.203
C  -3.375  -0.104  -1.835  -0.113
C  3.879  0.314  -2.705  -0.038
H  -0.108  3.429  0.088  0.108
C  -2.032  -3.562  -1.431  -0.244
C  0.626  1.719  4.039  -0.038
C  0.374  1.560  -2.717  -0.300
H  4.768  0.353  -3.322  0.112
C  1.038  -2.032  2.561  -0.052
H  2.776  -0.936  0.241  0.075
H  0.646  -4.303  5.046  0.097
C  -3.421  4.472  -1.590  -0.071
H  1.553  -1.910  1.617  0.069
C  -4.058  -6.851  -3.146  -0.191
C  -0.418  -1.179  4.261  -0.036
H  1.802  -4.003  2.870  0.102
H  3.511  1.841  -4.940  0.114
C  -1.877  -0.309  -3.705  -0.063
H  -4.348  4.767  -2.064  0.107
H  -0.942  -0.072  -4.195  0.104
H  -4.646  -2.204  -4.161  0.109
H  1.425  1.054  4.337  0.119
H  -3.459  2.503  -2.433  0.101
H  4.764  -0.889  -1.199  0.105
C  -2.738  5.366  -0.781  -0.074
H  -0.582  2.842  -4.139  0.115
C  -1.458  -4.278  -2.487  -0.022
N  0.024  0.162  2.242  -0.154
C  -1.377  -2.419  -0.886  -0.091
C  -1.545  4.988  -0.179  -0.074
C  -2.116  -5.357  -3.046  -0.027
C  0.534  -3.383  4.487  -0.104
H  -3.720  -3.417  -0.118  0.120
H  -5.190  -1.227  -1.953  0.109
H  -1.063  -0.399  4.645  0.115
H  -4.906  -5.349  -1.115  0.118
C  2.632  1.764  -4.311  -0.020
C  0.328  2.327  -3.852  -0.066
H  1.449  3.017  -5.561  0.104
H  -1.007  5.682  0.454  0.110
C  -3.942  -5.041  -1.496  -0.027
C  -3.363  -5.738  -2.555  -0.241
Ir  -0.007  0.140  0.207  1.156
H  -2.210  4.093  2.958  0.102
H  -0.782  -2.472  5.918  0.101
C  -1.725  2.811  -1.195  -0.329
C  -2.174  0.233  -2.461  -0.359
P  -0.951  1.212  -1.540  0.966
C  -3.960  -1.512  -3.690  -0.075
H  -2.525  -1.610  -5.279  0.107

***

Result set for frontier orbital gap: 8.11; 6.82 eV, one per record in the order listed.
Result set for energy: -89111.3029; -60184.6510 eV, one per record in the order listed.